Record 1
Molecular formula: C8H13N2Sn
Method: DFT, ωB97M-V/def2-TZVPD

Structure (XYZ):
```
24
Properties=species:S:1:pos:R:3:lowdin_charge:R:1
C 2.686 -1.180 -2.285 -0.11
Sn -0.686 -2.248 -2.510 0.46
N -2.718 -1.410 -2.585 -0.18
H -0.334 -3.905 -2.823 -0.34
H -3.040 -2.134 -1.934 -0.03
H 1.824 -0.917 -2.873 -0.09
H 3.417 -1.761 -2.869 0.02
H 2.187 -1.766 -1.532 -0.03
H 3.116 -0.271 -1.819 0.03
H -2.851 -0.474 -2.196 0.03
H -3.094 -1.544 -3.545 0.03
N -0.462 -0.813 -0.850 -0.09
C -0.380 -0.051 0.052 -0.17
C -0.189 0.761 1.196 -0.28
C -0.891 1.993 1.329 -0.10
C -0.704 2.776 2.471 -0.15
C 0.181 2.316 3.441 -0.19
C 0.910 1.134 3.338 -0.14
C 0.729 0.344 2.201 -0.09
H -1.594 2.350 0.577 0.09
H -1.277 3.704 2.601 0.09
H 0.299 2.891 4.353 0.07
H 1.581 0.796 4.136 0.09
H 1.289 -0.590 2.126 0.09
```

Properties
Gap between HOMO and LUMO (alpha / beta) ... 4.324 / 4.295 eV
Multiplicity ... 1
Charge ... -1

---

Record 2
Molecular formula: C16H23As2NORe
Method: DFT, ωB97M-V/def2-TZVPD

Structure (XYZ):
```
44
Properties=species:S:1:pos:R:3:lowdin_spin:R:1
Re 1.488 -0.295 0.470 0.76
C 1.457 0.938 -3.160 0.00
As 1.085 1.456 -1.334 0.00
C 1.877 3.218 -1.140 0.01
C -0.857 1.656 -1.078 0.05
C -1.624 2.060 -2.162 0.00
C -2.957 2.393 -1.937 0.03
C -3.538 2.220 -0.683 0.05
C -2.782 1.778 0.401 0.00
C -1.438 1.496 0.198 0.03
As -0.370 0.923 1.724 -0.01
C -1.378 -0.179 2.950 0.00
C 0.166 2.470 2.761 0.02
H 1.399 1.818 -3.802 0.00
H 0.770 0.168 -3.506 0.00
H 2.481 0.562 -3.214 0.00
H 1.370 3.848 -1.875 0.00
H 2.936 3.159 -1.398 0.00
H 1.768 3.656 -0.150 0.00
H -1.209 2.172 -3.157 0.00
H -3.536 2.808 -2.754 0.00
H -4.596 2.403 -0.538 0.00
H -3.238 1.666 1.378 0.00
H -1.897 -0.995 2.450 0.00
H -2.100 0.467 3.455 0.00
H -0.700 -0.570 3.710 0.00
H -0.768 2.976 3.021 0.00
H 0.816 3.163 2.232 0.00
H 0.651 2.138 3.681 0.00
O 2.547 -1.560 1.778 0.01
C 2.289 -2.993 1.685 0.00
C 1.305 -3.235 0.583 0.00
C 0.978 -4.516 0.184 0.00
C 0.037 -4.703 -0.822 0.03
C -0.578 -3.590 -1.405 0.00
C -0.217 -2.337 -0.977 0.01
N 0.717 -2.154 -0.007 0.01
H 3.303 -1.388 2.374 0.00
H 1.877 -3.340 2.638 0.00
H 3.218 -3.538 1.505 0.00
H 1.460 -5.363 0.658 0.00
H -0.220 -5.704 -1.149 0.00
H -1.320 -3.701 -2.184 0.00
H -0.671 -1.451 -1.404 0.00
```

Properties
Gap between HOMO and LUMO (alpha / beta) ... 5.455 / 4.695 eV
Multiplicity ... 2
Charge ... +4

---

Record 3
Molecular formula: C4H9NO
Method: DFT, ωB97M-V/def2-TZVPD

Structure (XYZ):
```
15
Properties=species:S:1:pos:R:3:lowdin_charge:R:1
C 1.247 1.121 -0.984 -0.09
C -0.202 1.378 -0.569 -0.24
N -0.877 0.113 -0.301 0.03
C -0.671 -0.445 0.941 -0.55
O -0.532 0.244 1.937 0.04
C -0.523 -1.951 1.028 0.00
H 1.822 2.048 -1.067 0.07
H 1.295 0.603 -1.951 0.07
H 1.734 0.484 -0.236 0.08
H -0.244 1.945 0.363 0.11
H -0.743 1.939 -1.337 0.11
H -0.941 -0.516 -1.089 0.12
H -0.441 -2.452 0.060 0.07
H -1.328 -2.396 1.617 0.08
H 0.404 -2.115 1.588 0.09
```

Properties
Gap between HOMO and LUMO ... 10.552 eV
SMILES string ... CCNC(C)=O
Multiplicity ... 1
Energy relative to the best compared isomer or geometry (same formula, charge and spin) ... 37.6 kJ/mol

---

Record 4
Molecular formula: C5H10O
Method: DFT, ωB97M-V/def2-TZVPD

Structure (XYZ):
```
16
Properties=species:S:1:pos:R:3:lowdin_charge:R:1
O -0.446 -0.805 1.551 -0.08
C -1.165 0.193 -0.598 -0.19
C -0.255 -1.025 -0.781 -0.16
C 0.637 -0.758 0.388 -0.31
C 1.079 0.684 0.322 -0.16
C -0.208 1.355 -0.206 -0.17
H -1.789 -0.041 0.263 0.10
H -1.802 0.401 -1.451 0.10
H -0.760 -1.987 -0.639 0.12
H 0.283 -1.043 -1.735 0.12
H 1.501 -1.466 0.489 0.15
H 0.223 -1.334 1.940 0.04
H 1.407 1.036 1.308 0.11
H 1.933 0.822 -0.358 0.11
H -0.654 1.977 0.573 0.11
H 0.017 1.989 -1.065 0.10
```

Properties
Gap between HOMO and LUMO ... 11.451 eV
SMILES string ... OC1CCCC1
Multiplicity ... 1
Energy relative to the best compared isomer or geometry (same formula, charge and spin) ... 123.4 kJ/mol

---

Copy entry 3 word for word.
Molecular formula: C4H9NO
Method: DFT, ωB97M-V/def2-TZVPD

Structure (XYZ):
```
15
Properties=species:S:1:pos:R:3:lowdin_charge:R:1
C 1.247 1.121 -0.984 -0.09
C -0.202 1.378 -0.569 -0.24
N -0.877 0.113 -0.301 0.03
C -0.671 -0.445 0.941 -0.55
O -0.532 0.244 1.937 0.04
C -0.523 -1.951 1.028 0.00
H 1.822 2.048 -1.067 0.07
H 1.295 0.603 -1.951 0.07
H 1.734 0.484 -0.236 0.08
H -0.244 1.945 0.363 0.11
H -0.743 1.939 -1.337 0.11
H -0.941 -0.516 -1.089 0.12
H -0.441 -2.452 0.060 0.07
H -1.328 -2.396 1.617 0.08
H 0.404 -2.115 1.588 0.09
```

Properties
Gap between HOMO and LUMO ... 10.552 eV
SMILES string ... CCNC(C)=O
Multiplicity ... 1
Energy relative to the best compared isomer or geometry (same formula, charge and spin) ... 37.6 kJ/mol

---

Question: Look up the multiplicity of the fourth one.
Answer: 1

---

Question: multiplicity of number 2 (C16H23As2NORe)?
Answer: 2